The following is a quantum chemistry calculation of CH4BBr in the gas phase in a non-equilibrium geometry, from OMol25.

Positions of all 7 atoms, in Å:
B 0.580 0.568 -0.084
C -0.669 -0.462 0.117
Br 2.396 -0.008 0.099
H 0.390 1.677 -0.300
H -0.412 -1.085 1.015
H -1.518 0.237 0.121
H -0.766 -0.928 -0.967

Frontier orbital gap, eV: 10.65
E, eV: -71820.8015
E_HOMO, Eh: -0.3747
ΔE to the lowest compared entry with this formula, charge and spin, kcal/mol: 12.09
SMILES: CBBr

Partial atomic charges computed with the Löwdin method, in multiples of e: number 1, B, carries -0.69; number 2, C, carries -0.16; number 3, Br, carries 0.66; number 4, H, carries -0.01; number 5, H, carries 0.06; number 6, H, carries 0.03; number 7, H, carries 0.10



The following is a quantum chemistry calculation of CH4BClS in the gas phase in a non-equilibrium geometry, from OMol25.

Positions of all 8 atoms, in Å:
B 1.131 0.166 -0.727
C -0.295 0.389 -0.072
S -0.995 -1.448 0.659
Cl -1.858 -0.848 2.338
H 1.931 0.959 -0.544
H 1.497 -0.875 -1.378
H -0.479 0.979 0.764
H -0.933 0.677 -1.041

Frontier orbital gap, eV: 8.66
E, eV: -25133.8203
E_HOMO, Eh: -0.3267
ΔE to the lowest compared entry with this formula, charge and spin, kcal/mol: 49.60
SMILES: BCSCl

Partial atomic charges computed with the Löwdin method, in multiples of e: number 1, B, carries -0.06; number 2, C, carries -0.38; number 3, S, carries 0.26; number 4, Cl, carries 0.05; number 5, H, carries -0.01; number 6, H, carries 0.05; number 7, H, carries -0.02; number 8, H, carries 0.11



The following is a quantum chemistry calculation of CH4BF in the gas phase in a non-equilibrium geometry, from OMol25.

Positions of all 7 atoms, in Å:
B 0.028 0.228 0.965
C -0.082 -0.186 -0.544
F 0.999 -0.848 -1.073
H 1.022 0.212 1.486
H -0.162 0.577 -1.463
H -0.917 -0.797 -0.547
H -0.888 0.813 1.176

Frontier orbital gap, eV: 11.06
E, eV: -4493.4950
E_HOMO, Eh: -0.4085
ΔE to the lowest compared entry with this formula, charge and spin, kcal/mol: 16.61
SMILES: BCF

Partial atomic charges computed with the Löwdin method, in multiples of e: number 1, B, carries 0.10; number 2, C, carries -0.24; number 3, F, carries -0.11; number 4, H, carries 0.02; number 5, H, carries 0.16; number 6, H, carries 0.06; number 7, H, carries 0.01



The following is a quantum chemistry calculation of a 2-piece molecular cluster, CH4BNO2 overall in a non-equilibrium geometry, from OMol25.

Positions of all 9 atoms, in Å:
B -1.223 0.904 -0.841
C 1.622 0.210 0.784
N 0.360 0.440 0.929
O -0.175 0.788 1.986
O -0.499 0.038 -0.171
H -1.130 2.113 -0.686
H -1.629 0.377 -1.840
H 2.149 0.755 1.535
H 1.976 0.105 -0.806

Frontier orbital gap (alpha / beta), eV: 9.50 / 9.50
E, eV: -7357.2023
E_HOMO (alpha / beta), Eh: -0.3594 / -0.3595
ΔE to the lowest compared entry with this formula, charge and spin, kcal/mol: 96.91

Partial atomic charges computed with the Löwdin method, in multiples of e: number 1, B, carries -0.16; number 2, C, carries 0.07; number 3, N, carries -0.37; number 4, O, carries 0.01; number 5, O, carries 0.01; number 6, H, carries 0.06; number 7, H, carries 0.05; number 8, H, carries 0.07; number 9, H, carries 0.26



The following is a quantum chemistry calculation of CH4Br2Si as an isolated structure in a non-equilibrium geometry, from OMol25.

Positions of all 8 atoms, in Å:
C 0.838 -0.193 -0.184
Si -0.959 0.115 0.429
Br 2.071 1.336 0.064
Br 1.917 -1.759 -0.303
H 0.214 0.301 -2.116
H -1.555 -0.839 1.363
H -1.897 0.020 -0.725
H -0.628 1.019 1.472

Frontier orbital gap (alpha / beta), eV: 8.81 / 8.08
E, eV: -149059.2034
E_HOMO (alpha / beta), Eh: -0.3605 / -0.3266
ΔE to the lowest compared entry with this formula, charge and spin, kcal/mol: 161.85

Partial atomic charges computed with the Löwdin method, in multiples of e: number 1, C, carries -1.39; number 2, Si, carries 0.50; number 3, Br, carries 0.46; number 4, Br, carries 0.55; number 5, H, carries 0.14; number 6, H, carries -0.10; number 7, H, carries -0.07; number 8, H, carries -0.09



The following is a quantum chemistry calculation of a 2-piece molecular cluster, CH4BrN2 overall in a non-equilibrium geometry, from OMol25.

Positions of all 8 atoms, in Å:
C 2.346 -2.494 -0.885
N 1.426 -1.818 -0.969
N 0.062 0.202 0.231
Br 3.621 -3.698 -0.739
H 0.917 0.381 0.778
H -0.285 0.985 -0.366
H -0.587 -0.356 0.806
H 0.452 -0.529 -0.392

Frontier orbital gap, eV: 11.60
E, eV: -74117.0348
E_HOMO, Eh: -0.5644
Net charge: +1
ΔE to the lowest compared entry with this formula, charge and spin, kcal/mol: 20.28

Partial atomic charges computed with the Löwdin method, in multiples of e: number 1, C, carries -0.80; number 2, N, carries 0.07; number 3, N, carries 0.27; number 4, Br, carries 0.94; number 5, H, carries 0.15; number 6, H, carries 0.18; number 7, H, carries 0.16; number 8, H, carries 0.02



- Among the records above, which one has the highest E?
  CH4BF



Repeat the second record exactly.
The following is a quantum chemistry calculation of CH4BClS in the gas phase in a non-equilibrium geometry, from OMol25.

Positions of all 8 atoms, in Å:
B 1.131 0.166 -0.727
C -0.295 0.389 -0.072
S -0.995 -1.448 0.659
Cl -1.858 -0.848 2.338
H 1.931 0.959 -0.544
H 1.497 -0.875 -1.378
H -0.479 0.979 0.764
H -0.933 0.677 -1.041

Frontier orbital gap, eV: 8.66
E, eV: -25133.8203
E_HOMO, Eh: -0.3267
ΔE to the lowest compared entry with this formula, charge and spin, kcal/mol: 49.60
SMILES: BCSCl

Partial atomic charges computed with the Löwdin method, in multiples of e: number 1, B, carries -0.06; number 2, C, carries -0.38; number 3, S, carries 0.26; number 4, Cl, carries 0.05; number 5, H, carries -0.01; number 6, H, carries 0.05; number 7, H, carries -0.02; number 8, H, carries 0.11